1.
49
Properties=species:S:1:pos:R:3:forces:R:3 method="wB97M-V/def2-TZVPD" smiles="N#CC(N=C(c1ccccc1)c1ccccc1)(c1ccccc1)c1ccccc1" fmax_ev_per_a=4.49 e_tot_ha=-1150.28026 orbital_gap_ev=9.35 e_lumo_ev=0.38
N -0.3925 0.2573 0.1990 0.4029 1.9158 -0.8647
N 1.9725 -1.9985 1.8140 -2.0902 1.2267 -0.4189
C -0.5769 4.7818 -0.9625 1.0074 -0.0974 0.1597
C 1.0186 -1.5089 1.3467 2.3428 -1.0568 -0.1626
C 0.8436 -3.8773 -2.2833 -1.2962 1.7190 0.5921
C -1.7651 -1.2372 2.2726 -0.8064 0.2172 -0.5001
C -1.4859 2.9012 0.7685 -1.0811 1.6111 0.7912
C -2.1115 4.2163 0.7382 -0.6129 -3.5351 1.6057
C -0.0457 -1.1383 0.3807 -2.4141 -0.5730 0.0576
C -1.6591 5.1130 -0.1572 1.4618 -0.2230 -1.2789
C -3.6973 -2.6325 2.3274 -0.9693 -0.2786 0.3181
C 2.5883 0.7658 -0.8477 -0.7431 -0.6873 -1.2135
C 0.1045 -1.8943 -0.9375 0.8539 -0.1763 -1.9988
C 0.6793 -3.1877 -1.0187 0.5573 -0.5848 -0.5986
C -3.4433 -3.1154 1.0410 1.5856 1.3852 0.7660
C 2.3811 1.7209 1.3471 -0.4629 0.2330 1.8510
C -2.2727 -2.6436 0.3436 -1.4012 1.4330 4.0165
C 0.3368 1.3180 0.0383 -1.5892 -2.2972 1.4031
C 3.7462 1.5072 1.5295 0.4677 1.6650 0.4712
C 1.7734 1.3352 0.1598 2.0906 -0.6133 -0.2186
C -2.9156 -1.6491 2.9476 0.3456 0.1910 0.5445
C -0.3468 2.6061 -0.0185 -2.3759 -0.8970 2.2076
C 4.5555 1.1363 0.4909 -0.0006 -2.4743 -2.0013
C -0.3557 -1.3134 -2.1485 0.5609 -1.3898 -0.8117
C -0.2271 -2.0301 -3.3869 -0.9419 0.6867 0.2727
C 3.9496 0.5914 -0.7076 0.9954 0.8145 -0.0390
C -1.4358 -1.6749 0.9479 -0.1779 -1.0175 1.9600
C 0.1182 3.5840 -0.7989 -0.7120 2.6586 -1.4583
C 0.3081 -3.3207 -3.4868 0.6541 1.5720 3.9648
H 1.0476 -3.6647 -0.0668 -0.3167 0.5109 -1.2506
H -4.1409 -3.8505 0.6655 0.3053 -0.0433 -0.4362
H 2.1389 0.4084 -1.8229 0.2242 0.4323 1.3823
H 5.6320 1.0208 0.5831 -0.1476 0.2159 0.2499
H -4.5647 -3.0486 2.8698 0.4471 0.3380 -0.3448
H 1.8662 2.1442 2.2902 0.2635 -0.7677 -2.0108
H -0.1328 5.4740 -1.6750 -0.3991 0.1457 0.1884
H -2.0953 -3.0408 -0.5629 0.8314 -1.1162 -3.0480
H -0.8354 -0.3369 -2.2125 0.2400 -0.2359 0.3652
H -3.0061 4.3771 1.4186 1.3717 -0.0303 -0.9617
H 4.5092 0.0972 -1.5966 -0.7142 1.0893 1.9497
H -1.9245 2.2518 1.5462 0.6354 -0.1766 -0.8405
H 0.4024 -3.8430 -4.3707 0.0797 -0.8560 -1.8341
H -1.2176 -0.4655 2.8015 0.5618 -0.0511 -0.4067
H 1.3463 -4.8307 -2.3492 -0.0285 -0.0991 0.3292
H 4.1980 1.8579 2.4746 -0.2469 -0.3973 -0.5677
H -3.1539 -1.1959 3.9938 0.3799 -1.0923 -2.0893
H -2.0348 6.0699 -0.2627 -1.0593 1.7535 -0.0670
H 0.9813 3.4906 -1.3757 1.3932 -0.5109 -0.8271
H -0.6609 -1.5280 -4.2870 0.5281 -0.5363 0.8028

---

2.
7
Properties=species:S:1:pos:R:3:forces:R:3 method="wB97M-V/def2-TZVPD" e_above_lowest_kj_mol=236.93 fmax_ev_per_a=2.66 e_tot_ha=-1127.08486 orbital_gap_ev="5.73 / 7.03" e_lumo_ev="-3.45 / -2.84"
Cl 1.7477 -1.0089 1.3880 -0.9386 0.5333 -0.6187
Cl -1.9007 0.0571 1.0531 0.2117 0.0265 -0.4331
O -0.4700 -1.1117 -0.7052 -0.7732 1.0056 0.3687
N 0.6465 2.1633 -0.4865 -0.0201 0.0052 -0.0394
C -0.6044 -0.0041 -0.0124 0.7611 -2.4247 0.7897
C 0.1330 1.1627 -0.2413 0.5108 0.6567 -0.1875
H 0.4478 -1.2584 -0.9957 0.2484 0.1974 0.1203

---

3.
19
Properties=species:S:1:pos:R:3:forces:R:3 method="wB97M-V/def2-TZVPD" smiles=CCC.CC e_above_lowest_kj_mol=123.92 fmax_ev_per_a=3.11 e_tot_ha=-198.84196 orbital_gap_ev=11.87 e_lumo_ev=1.15
C 1.4175 -0.2864 0.0686 0.8813 -0.9455 0.2560
C 0.8119 -1.1434 1.1619 -1.9867 -2.3925 0.1045
C 0.1897 -0.5080 2.4021 -0.6636 1.2272 -0.1227
C -1.1612 0.7879 -0.9515 -0.3618 -1.7944 -0.0277
C -1.0057 1.0252 -2.4635 1.5553 -0.8697 0.6471
H 1.4328 -1.9961 1.5008 0.0976 0.5820 -0.4472
H -0.1116 -1.6492 0.7339 1.1846 0.1608 0.1617
H 2.4883 -0.5094 0.0041 0.0328 0.7353 0.3050
H -0.8666 -0.2535 2.1855 0.5495 0.3411 0.0607
H -0.5931 0.1029 -2.9469 -1.1398 0.6665 -0.0764
H -1.1955 -0.2901 -0.6560 -0.5993 0.3279 -0.8518
H -1.8612 1.5181 -2.8865 -0.5335 -0.5292 -0.5273
H -0.1948 1.7149 -2.6343 0.3576 0.5676 0.0798
H 0.6827 0.3800 2.8198 0.0765 -0.0732 -0.3536
H 1.1543 0.7262 0.3552 0.8890 0.2792 -0.5332
H -2.1017 1.1852 -0.5834 0.3258 0.5296 0.4124
H 1.0638 -0.5748 -0.9340 -0.1851 0.4053 0.4759
H 0.1010 -1.1862 3.2245 0.2097 -0.7409 0.4206
H -0.2506 0.9567 -0.4005 -0.6901 1.5229 0.0163

---

4.
18
Properties=species:S:1:pos:R:3:forces:R:3 method="wB97M-V/def2-TZVPD" smiles="C=CC/C=C/N.O" e_above_lowest_kj_mol=245.02 fmax_ev_per_a=1.53 e_tot_ha=-327.03802 orbital_gap_ev=9.09 e_lumo_ev=0.93
O -2.6315 -2.6803 2.6881 0.0624 0.1205 0.1371
N 0.3807 -1.8219 1.5900 0.4487 0.5667 -0.7524
C 0.1368 1.5603 -1.9031 1.0491 0.0052 -0.5775
C 0.0937 2.7848 -2.4249 -0.5234 -0.1685 -0.1400
C 1.0391 -0.8542 0.7977 -0.1963 0.0710 0.4933
C 1.0565 1.0831 -0.7894 -0.0946 -0.0114 -1.5290
C 0.4038 -0.0852 -0.0858 1.1198 0.1507 0.0873
H -3.2678 -1.9684 2.5624 0.0162 -0.0495 0.0091
H 2.0913 -0.6969 1.0294 -0.1377 0.0968 0.1241
H 0.8844 -2.6951 1.6454 -0.1370 -0.1355 0.0127
H 0.8440 3.5552 -2.3147 -0.1304 0.1799 0.8382
H 1.3112 1.9890 -0.2485 -0.1132 -0.2195 0.8045
H 2.0043 0.7498 -1.2342 -0.0272 -0.0477 -0.0106
H -2.1261 -2.4180 3.4695 -0.0488 -0.0478 -0.2128
H -0.3773 0.7768 -2.4577 -0.7771 0.0951 0.6151
H -0.5413 -0.4144 -0.4819 -0.5751 0.1811 0.2820
H -0.5420 -1.9239 1.1951 -0.3246 -0.5921 0.3737
H -0.7598 3.0594 -3.0374 0.3892 -0.1949 -0.5548